C4H6N3O2 | wB97M-V/def2-TZVPD

Total charge   -1
LUMO energy   0.15071 Eh
Frontier orbital gap   7.8 eV
Energy above the lowest of the compared OMol25 structures with the same formula, charge and spin   6.9110 eV
Strongest force on any atom   3.2 eV Å⁻¹

Geometry as XYZ:
```
15
Properties=species:S:1:pos:R:3:mulliken_charge:R:1
C 0.6015 -1.3346 -0.7920 -0.658
C -0.0775 0.7749 0.6165 -0.258
C 0.6525 -1.8180 0.5291 0.811
C -0.6630 1.9404 -0.1693 -0.867
N -0.9977 -0.1353 0.9900 -0.129
N -0.5397 -1.4129 1.2962 -0.450
N 1.1235 -0.4116 -1.4936 0.151
O 0.7985 -0.0356 -2.7616 -0.685
O 1.3273 -2.6945 1.0766 -0.681
H -1.5652 1.6116 -0.5666 0.336
H -0.0616 2.2396 -0.9907 0.281
H -0.6274 2.6951 0.6672 0.281
H -1.8117 -0.2244 0.4524 0.317
H -0.1747 -1.3713 2.2904 0.290
H 2.0150 0.1765 -1.1444 0.261
```